*A*
Below is a cluster of 2 separate species, C4H10NO in total, with properties calculated with wB97M-V/def2-TZVPD.

Structure (ORCA input):
```
! wB97M-V def2-TZVPD RIJCOSX def2/J DEFGRID3
* xyz -1 1
N 2.031 -2.394 0.903
C 0.591 -1.997 0.924
O 0.380 -0.683 0.944
H 2.424 -2.116 1.805
H 2.432 -1.784 0.130
H 0.173 -2.427 0.017
H 0.214 -2.560 1.793
C -1.365 1.667 0.350
C -0.469 1.309 -0.804
C -0.691 1.618 -2.091
H -0.886 2.463 0.938
H -2.353 1.955 0.008
H -1.425 0.762 1.003
H 0.441 0.750 -0.605
H 0.027 1.172 -2.861
H -1.524 2.265 -2.455
*
```

Gap between HOMO and LUMO (hartree): 0.2491
HOMO (eV): -2.6389

=====

*B*
Below is the ion C4H10NO with charge -1, with properties calculated with wB97M-V/def2-TZVPD.

Structure (ORCA input):
```
! wB97M-V def2-TZVPD RIJCOSX def2/J DEFGRID3
* xyz -1 1
C 1.784 -0.141 -0.665
C 1.266 0.186 0.725
N -0.031 0.886 0.724
C -1.210 0.058 0.778
C -1.790 -0.317 -0.684
O -0.944 -0.127 -1.681
H 2.745 -0.701 -0.630
H 1.058 -0.722 -1.229
H 1.930 0.732 -1.232
H 1.927 0.826 1.279
H 1.088 -0.741 1.268
H -0.073 1.402 -0.163
H -0.894 -0.828 1.366
H -1.980 0.559 1.395
H -2.740 0.302 -0.707
H -2.135 -1.374 -0.543
*
```

Gap between HOMO and LUMO (hartree): 0.2541
HOMO (eV): -2.4643
SMILES: CCNCC[O-]

=====

It comes down to *B*, which is 0.201 eV more stable than the next structure.

=====

*A*
Below is the ion C4H10NO with charge -1, with properties calculated with wB97M-V/def2-TZVPD.

Structure (ORCA input):
```
! wB97M-V def2-TZVPD RIJCOSX def2/J DEFGRID3
* xyz -1 1
C 0.228 -1.344 1.958
N 0.167 -1.271 0.535
C -0.442 -0.005 0.111
C -0.194 0.361 -1.376
C 0.415 1.812 -1.465
O -0.270 2.820 -0.963
H 0.569 -2.341 2.252
H -0.783 -1.319 2.396
H 0.851 -0.627 2.479
H -0.446 -2.010 0.225
H -0.108 0.821 0.730
H -1.530 0.013 0.298
H 0.562 -0.385 -1.667
H -1.084 0.004 -1.912
H 1.415 1.549 -1.029
H 0.648 1.921 -2.571
*
```

Gap between HOMO and LUMO (hartree): 0.2208
HOMO (eV): -2.2004
SMILES: CNCCC[O-]

=====

*B*
Below is a cluster of 2 separate species, C4H10NO in total, with properties calculated with wB97M-V/def2-TZVPD.

Structure (ORCA input):
```
! wB97M-V def2-TZVPD RIJCOSX def2/J DEFGRID3
* xyz -1 1
C -0.712 0.433 -2.799
O -0.644 -0.131 -1.559
H -1.494 -0.034 -3.449
H -0.964 1.523 -2.798
H 0.245 0.381 -3.365
C 2.120 -1.154 1.428
C 0.891 -0.768 1.030
N 0.116 0.176 1.671
C -1.208 0.539 1.180
H 2.564 -0.781 2.349
H 2.680 -1.847 0.815
H 0.429 -1.149 0.122
H 0.633 0.809 2.252
H -1.385 1.587 1.447
H -1.296 0.512 0.050
H -1.976 -0.098 1.627
*
```

Gap between HOMO and LUMO (hartree): 0.2486
HOMO (eV): -2.5101

=====

*C*
Below is a cluster of 2 separate species, C4H10NO in total, with properties calculated with wB97M-V/def2-TZVPD.

Structure (ORCA input):
```
! wB97M-V def2-TZVPD RIJCOSX def2/J DEFGRID3
* xyz -1 1
C -3.220 0.640 -0.995
C 2.050 0.759 0.404
N 2.085 0.603 1.769
C 0.879 -0.158 0.806
C 0.098 -0.509 -0.713
O -0.799 -1.441 -0.626
H -3.434 -0.270 -1.555
H -4.035 1.356 -1.079
H -3.166 0.284 0.035
H 2.895 0.326 -0.148
H 1.858 1.790 0.044
H -2.247 1.004 -1.291
H 0.025 0.305 1.286
H 1.001 -1.158 1.196
H -0.227 0.511 -1.001
H 0.956 -0.808 -1.341
*
```

Gap between HOMO and LUMO (hartree): 0.2507
HOMO (eV): -2.7999

=====

It comes down to *A*, which is 0.149 eV more stable than the next structure.

=====

*A*
Below is an isolated molecule of C5H8O2S, with properties calculated with wB97M-V/def2-TZVPD.

Structure (ORCA input):
```
! wB97M-V def2-TZVPD RIJCOSX def2/J DEFGRID3
* xyz 0 1
C 1.249 0.044 0.031
C -0.831 0.561 0.801
C -0.366 1.622 -0.220
C -0.035 -0.718 0.496
C -0.739 -1.472 -0.733
O 3.822 0.277 -0.142
O 0.929 1.248 -0.561
S 2.747 -0.647 0.230
H -0.557 0.867 1.907
H -1.949 0.340 0.771
H -1.047 1.643 -1.102
H -0.394 2.613 0.104
H -0.143 -1.426 1.399
H -1.002 -0.837 -1.611
H -1.564 -1.822 -0.225
H -0.119 -2.294 -1.145
*
```

Gap between HOMO and LUMO (hartree): 0.3294
HOMO (eV): -8.4245

=====

*B*
Below is a structure of composition C5H8O2S, with properties calculated with wB97M-V/def2-TZVPD.

Structure (ORCA input):
```
! wB97M-V def2-TZVPD RIJCOSX def2/J DEFGRID3
* xyz 0 1
C 1.397 -0.158 -1.098
C 0.240 0.452 -0.555
C -1.103 -0.385 -0.500
C -0.930 -0.660 0.991
C 0.119 0.339 1.010
H 2.347 1.171 1.165
H 1.626 0.181 -2.178
H 1.179 -1.329 -1.035
H 0.130 1.470 -1.027
H -0.944 -1.319 -0.999
H -2.631 0.712 0.191
H -1.821 -0.448 1.658
H -0.731 -1.621 1.393
O 2.616 -0.155 -0.322
O -2.191 0.408 -0.937
S 0.699 1.343 2.244
*
```

Gap between HOMO and LUMO (hartree): 0.2490
HOMO (eV): -8.3530

=====

*C*
Below is an isolated molecule of C5H8O2S, with properties calculated with wB97M-V/def2-TZVPD.

Structure (ORCA input):
```
! wB97M-V def2-TZVPD RIJCOSX def2/J DEFGRID3
* xyz 0 1
C -1.002 -1.649 -1.034
C -0.950 -0.225 -1.137
C 0.028 0.526 -0.409
S 1.126 1.621 -1.486
C 0.768 -0.067 0.867
O 0.828 -1.396 1.338
C -0.132 0.966 1.061
O 0.377 2.252 1.206
H -0.137 -2.195 -0.491
H -1.794 -2.432 -1.427
H -1.782 0.352 -1.645
H 1.002 0.510 -2.415
H 1.739 0.443 0.884
H -0.226 -1.706 1.386
H -1.114 0.927 1.490
H 1.270 2.073 1.812
*
```

Gap between HOMO and LUMO (hartree): 0.3328
HOMO (eV): -8.4887
SMILES: C=CC1(S)[C@H](O)[C@H]1O

=====

*D*
Below is an isolated molecule of C5H8O2S, with properties calculated with wB97M-V/def2-TZVPD.

Structure (ORCA input):
```
! wB97M-V def2-TZVPD RIJCOSX def2/J DEFGRID3
* xyz 0 1
S 3.280 -0.095 -0.466
C 1.905 0.764 0.492
C 0.485 0.406 0.056
C -0.440 1.310 -0.258
O -1.743 1.058 -0.545
C -2.095 -0.256 -0.020
C -1.018 -1.201 -0.286
O 0.240 -0.908 0.282
H 2.934 -1.386 -0.126
H 2.020 1.849 0.314
H 2.028 0.522 1.521
H -0.233 2.333 -0.231
H -2.948 -0.690 -0.470
H -2.197 -0.163 1.061
H -1.311 -2.215 0.019
H -0.907 -1.329 -1.344
*
```

Gap between HOMO and LUMO (hartree): 0.3364
HOMO (eV): -8.3527
SMILES: SCC1=COCCO1

=====

It comes down to *D*, which is 0.666 eV more stable than the next structure.

=====

*A*
Below is an isolated molecule of C3H5NS, with properties calculated with wB97M-V/def2-TZVPD.

Structure (ORCA input):
```
! wB97M-V def2-TZVPD RIJCOSX def2/J DEFGRID3
* xyz 0 1
S 2.814 0.004 -0.039
C 1.080 -0.045 0.011
C -0.141 0.949 -0.060
C -1.029 -0.184 -0.066
N 0.279 -1.002 -0.020
H -0.323 1.771 -0.855
H -0.159 1.575 1.043
H -1.654 -0.389 0.851
H -1.424 -0.590 -0.936
H 0.557 -2.088 0.071
*
```

Gap between HOMO and LUMO (hartree): 0.3206
HOMO (eV): -8.0512
SMILES: S=C1CCN1

=====

*B*
Below is a structure of composition C3H5NS, with properties calculated with wB97M-V/def2-TZVPD.

Structure (ORCA input):
```
! wB97M-V def2-TZVPD RIJCOSX def2/J DEFGRID3
* xyz 0 1
C -0.139 1.023 0.099
C 0.118 -0.255 -0.544
C -0.978 -1.230 -0.235
H 0.508 1.729 -0.257
H -0.338 1.020 1.332
H -1.011 1.714 -0.302
H 0.047 -0.271 -1.443
H 1.591 -0.112 1.250
N -1.495 -2.242 0.161
S 1.697 -1.375 -0.063
*
```

Gap between HOMO and LUMO (hartree): 0.3271
HOMO (eV): -9.6321

=====

It comes down to *A*, which is 2.399 eV more stable than the next structure.

=====

*A*
Below is an isolated molecule of C3H5NS, with properties calculated with wB97M-V/def2-TZVPD.

Structure (ORCA input):
```
! wB97M-V def2-TZVPD RIJCOSX def2/J DEFGRID3
* xyz 0 1
S 1.690 0.225 0.113
C 0.455 -0.912 -0.192
N -0.721 -0.409 -0.374
C -1.163 1.026 -0.136
C -1.925 -0.268 0.346
H 0.680 -1.958 -0.022
H -0.715 1.766 0.531
H -1.317 1.488 -1.173
H -1.917 -0.308 1.489
H -2.930 -0.807 -0.114
*
```

Gap between HOMO and LUMO (hartree): 0.3159
HOMO (eV): -8.2725
SMILES: S=CN1CC1

=====

*B*
Below is a structure of composition C3H5NS, with properties calculated with wB97M-V/def2-TZVPD.

Structure (ORCA input):
```
! wB97M-V def2-TZVPD RIJCOSX def2/J DEFGRID3
* xyz 0 1
C -0.832 -0.022 0.141
C 0.111 -1.051 -0.027
C 1.514 -0.596 0.074
H -1.541 1.853 -0.328
H -0.078 1.999 0.459
H -0.160 -2.132 -0.046
H 2.234 -1.487 -0.346
H 1.748 0.747 0.139
N -0.657 1.346 -0.088
S -2.339 -0.657 0.024
*
```

Gap between HOMO and LUMO (hartree): 0.2835
HOMO (eV): -8.4331

=====

It comes down to *A*, which is 0.300 eV more stable than the next structure.